{
  "formula": "C33H37BrErN8O3",
  "method": "wB97M-V/def2-TZVPD",
  "symbols": ["Er", "Br", "O", "O", "O", "N", "N", "N", "N", "N", "N", "N", "N", "C", "C", "C", "C", "C", "C", "C", "C", "C", "C", "C", "C", "C", "C", "C", "C", "C", "C", "C", "C", "C", "C", "C", "C", "C", "C", "C", "C", "C", "C", "C", "C", "C", "H", "H", "H", "H", "H", "H", "H", "H", "H", "H", "H", "H", "H", "H", "H", "H", "H", "H", "H", "H", "H", "H", "H", "H", "H", "H", "H", "H", "H", "H", "H", "H", "H", "H", "H", "H", "H"],
  "xyz": [[0.28, -1.40, 0.91], [1.16, -0.34, -2.48], [-0.19, -3.25, 1.62], [-1.30, -0.30, -0.19], [1.01, 0.81, 0.99], [-1.28, -0.24, 2.66], [2.42, -1.94, -0.12], [-0.25, -2.34, -1.33], [3.99, -2.49, -1.93], [1.54, -0.95, 2.96], [3.66, -2.30, -4.34], [0.60, 2.83, -0.59], [-1.42, 2.12, -3.23], [6.49, 2.21, 0.87], [2.27, 1.06, 1.02], [4.14, 2.34, 0.04], [3.18, 0.46, 1.89], [-2.39, 0.32, 2.37], [-2.18, -5.48, -2.28], [-0.98, -0.23, 4.13], [2.68, -0.40, 2.94], [-2.66, 1.30, -1.23], [-3.69, 2.26, -1.12], [-4.62, 2.22, -0.11], [0.17, -2.74, -3.63], [-0.72, -3.81, -3.55], [-0.99, -3.46, -1.26], [-0.30, -1.57, 4.51], [2.78, 2.03, 0.05], [1.89, 2.88, -0.65], [4.55, 0.76, 1.75], [-1.86, 1.23, -2.37], [5.06, 1.75, 0.93], [3.13, -2.20, -1.01], [-5.92, 2.96, -0.08], [-2.94, 0.77, 1.08], [3.77, -2.38, -3.21], [-0.35, 3.89, -0.90], [1.18, -1.75, 4.15], [-1.54, 3.59, -3.22], [-1.30, -4.26, -2.36], [-0.42, 4.18, -2.40], [-2.26, 0.49, -0.11], [0.31, -2.03, -2.47], [-0.34, -4.58, 2.03], [-4.13, 1.44, 1.02], [0.61, -2.43, -4.54], [0.48, 3.84, -2.89], [1.86, -1.36, 5.00], [3.42, -0.54, 3.75], [7.17, 1.47, 0.52], [-3.90, 2.91, -1.92], [-0.30, 0.60, 4.40], [-1.68, -6.37, -1.83], [-1.13, -5.18, 1.55], [-3.13, -5.41, -1.80], [0.21, 2.05, 0.00], [-1.32, 3.69, -0.39], [-6.19, 3.26, 0.96], [6.55, 3.15, 0.31], [-0.30, -1.89, 5.53], [-2.34, -5.70, -3.32], [-1.83, -0.18, 4.76], [1.31, -2.85, 3.99], [-0.81, -2.32, 3.81], [6.76, 2.40, 1.89], [-1.32, -3.69, -0.24], [-1.48, 3.87, -4.23], [-2.50, 3.87, -2.88], [-0.08, 4.80, -0.40], [-4.72, 1.53, 1.93], [-6.76, 2.29, -0.37], [-1.37, 0.22, -2.43], [0.60, -5.07, 1.83], [-0.97, -4.45, -4.40], [2.19, 3.73, -1.29], [5.20, 0.28, 2.46], [4.58, 2.98, -0.70], [-3.03, 0.74, 3.19], [-0.99, 1.69, -4.03], [-0.49, 5.23, -2.43], [-5.90, 3.87, -0.63], [-0.66, -4.49, 3.06]],
  "lowdin_charge": [1.322, 0.930, -0.499, -0.152, -0.187, 0.015, 0.043, -0.066, 0.083, -0.043, 0.098, 0.064, 0.094, -0.035, -0.306, 0.036, -0.135, -0.070, -0.025, -0.172, -0.091, -0.123, 0.000, -0.230, -0.060, 0.005, -0.051, -0.169, -0.108, 0.003, 0.065, -0.028, -0.239, -0.400, -0.043, -0.123, -0.473, -0.125, -0.197, -0.125, -0.213, -0.131, -0.326, -0.695, -0.195, 0.067, 0.098, 0.117, 0.137, 0.143, 0.079, 0.102, 0.130, 0.105, 0.073, 0.074, 0.128, 0.139, 0.092, 0.090, 0.104, 0.065, 0.096, 0.130, 0.105, 0.078, 0.106, 0.123, 0.098, 0.118, 0.128, 0.102, 0.101, 0.080, 0.128, 0.162, 0.128, 0.117, 0.139, 0.148, 0.111, 0.069, 0.066],
  "orbital_gap_ev": [6.38, 6.38],
  "total_charge": 1,
  "spin_multiplicity": 4,
  "e_homo_ev": [-9.98, -9.98],
  "s2": 3.752,
  "max_force_ha_per_bohr": 0.0589
}

{
  "formula": "C2H8N2OP",
  "method": "wB97M-V/def2-TZVPD",
  "symbols": ["P", "O", "N", "N", "C", "C", "H", "H", "H", "H", "H", "H", "H", "H"],
  "xyz": [[-1.72, 0.96, -0.32], [-3.96, -0.35, 0.36], [-2.57, -0.38, 0.53], [-0.11, 0.20, 0.02], [0.95, 1.20, 0.45], [0.16, -1.23, 0.18], [1.95, 0.69, 0.54], [1.09, -1.28, 0.72], [0.88, 2.05, -0.07], [-2.27, 0.72, -1.87], [-0.69, -1.40, 0.80], [0.79, 1.46, 1.57], [-1.88, -0.13, 1.33], [0.23, -1.76, -0.75]],
  "lowdin_charge": [0.753, -0.532, -0.551, -0.505, -0.185, -0.157, 0.065, 0.054, -0.019, -0.100, 0.027, 0.077, 0.017, 0.056],
  "orbital_gap_ev": 5.53,
  "total_charge": -1,
  "e_homo_ev": -1.72,
  "max_force_ha_per_bohr": 0.1267,
  "smiles": "CN(C)PN[O-]"
}

{
  "formula": "C69H184O23",
  "method": "wB97M-V/def2-TZVPD",
  "symbols": ["O", "O", "O", "O", "O", "O", "O", "O", "O", "O", "O", "O", "O", "O", "O", "O", "O", "O", "O", "O", "O", "O", "O", "C", "C", "C", "C", "C", "C", "C", "C", "C", "C", "C", "C", "C", "C", "C", "C", "C", "C", "C", "C", "C", "C", "C", "C", "C", "C", "C", "C", "C", "C", "C", "C", "C", "C", "C", "C", "C", "C", "C", "C", "C", "C", "C", "C", "C", "C", "C", "C", "C", "C", "C", "C", "C", "C", "C", "C", "C", "C", "C", "C", "C", "C", "C", "C", "C", "C", "C", "C", "C", "H", "H", "H", "H", "H", "H", "H", "H", "H", "H", "H", "H", "H", "H", "H", "H", "H", "H", "H", "H", "H", "H", "H", "H", "H", "H", "H", "H", "H", "H", "H", "H", "H", "H", "H", "H", "H", "H", "H", "H", "H", "H", "H", "H", "H", "H", "H", "H", "H", "H", "H", "H", "H", "H", "H", "H", "H", "H", "H", "H", "H", "H", "H", "H", "H", "H", "H", "H", "H", "H", "H", "H", "H", "H", "H", "H", "H", "H", "H", "H", "H", "H", "H", "H", "H", "H", "H", "H", "H", "H", "H", "H", "H", "H", "H", "H", "H", "H", "H", "H", "H", "H", "H", "H", "H", "H", "H", "H", "H", "H", "H", "H", "H", "H", "H", "H", "H", "H", "H", "H", "H", "H", "H", "H", "H", "H", "H", "H", "H", "H", "H", "H", "H", "H", "H", "H", "H", "H", "H", "H", "H", "H", "H", "H", "H", "H", "H", "H", "H", "H", "H", "H", "H", "H", "H", "H", "H", "H", "H", "H", "H", "H", "H", "H", "H", "H", "H", "H", "H", "H", "H", "H", "H", "H", "H", "H", "H", "H", "H", "H", "H", "H", "H", "H"],
  "xyz": [[0.41, -4.22, -4.65], [4.19, 4.18, 6.02], [1.15, -0.91, 8.71], [-1.57, -4.99, -2.90], [3.63, 4.35, -3.06], [5.19, -0.63, -0.75], [2.93, 4.56, 3.34], [3.08, -1.59, -7.20], [0.80, -1.73, -5.79], [5.19, -3.60, -1.08], [-1.60, -4.26, -0.19], [5.81, 4.14, 2.33], [1.29, 4.05, -5.02], [-4.23, -4.93, 0.55], [-2.77, 2.95, 4.21], [-5.47, 0.81, -1.35], [0.94, 0.89, 0.58], [-2.35, 6.72, -1.34], [-3.37, -0.29, 4.63], [2.71, -0.97, 0.80], [1.60, 2.25, 2.81], [-7.42, 2.31, -0.09], [-5.71, -1.91, -2.35], [4.77, 2.29, 1.04], [-3.46, -4.39, -4.32], [-3.61, -6.20, -2.57], [5.45, 3.69, 1.04], [0.45, 6.03, -3.75], [0.03, -0.57, -5.36], [-5.42, 1.73, -2.42], [7.35, -0.78, 0.41], [1.99, -2.56, 2.36], [-5.97, -2.20, 0.08], [5.37, -1.11, -7.92], [-0.82, 1.27, -0.94], [-0.45, -1.04, -0.14], [-0.76, -6.42, 0.52], [-2.96, -2.70, 4.72], [0.17, -0.61, 7.66], [0.38, 2.39, 3.53], [0.25, 0.27, -0.49], [5.35, 3.39, 5.70], [-0.27, 1.02, 3.86], [7.21, -0.28, -2.09], [-5.23, -2.56, -1.17], [3.98, -4.10, -1.60], [1.20, -6.41, -3.99], [6.54, -0.12, -0.70], [-3.44, 4.57, -0.92], [-1.26, -0.76, 8.16], [6.64, 3.79, 0.13], [-8.14, 3.63, 1.72], [4.55, -0.74, -5.59], [-7.05, 1.36, 2.11], [-7.11, 2.58, 1.27], [-1.15, 4.44, -4.87], [-4.63, -6.68, 2.19], [2.18, 5.69, 2.92], [-3.78, -2.17, -1.02], [0.75, 3.06, 4.86], [-4.21, 1.53, -3.28], [2.21, 3.08, -1.44], [3.65, 3.36, -2.08], [2.56, -5.00, -5.54], [4.46, -1.62, -6.82], [-2.41, 5.65, -0.39], [4.11, 2.02, -2.79], [-0.65, -4.91, 0.61], [-6.17, -6.14, 0.25], [0.51, -1.47, 6.46], [-0.79, -4.52, 2.05], [6.24, 3.28, 6.93], [-3.07, -1.47, 3.82], [1.15, -5.38, -5.11], [-2.70, -5.54, -3.59], [3.20, -1.66, 1.95], [-1.28, -1.08, -4.80], [-4.20, -1.62, 2.85], [4.83, 1.97, 5.23], [-3.18, 1.94, 2.10], [0.82, 0.22, -4.32], [-4.73, -6.21, 0.73], [-3.72, 2.88, 3.15], [2.66, 6.13, 1.57], [3.30, -2.93, -2.18], [-1.05, 5.12, -0.14], [3.21, -4.80, -0.48], [2.44, 6.85, 3.90], [3.46, -0.62, 3.05], [0.23, 4.58, -4.18], [-6.66, 1.64, -3.28], [-3.92, 4.24, 2.59], [-2.20, 2.24, 1.65], [-4.69, 4.31, 1.84], [5.05, 2.24, -3.30], [-1.52, 1.51, -0.14], [1.42, -1.10, 5.97], [-1.25, 1.08, 4.33], [2.31, -3.23, -2.62], [-6.15, 3.11, 1.34], [3.13, -4.71, -4.63], [6.38, 0.97, -0.48], [1.60, -1.42, -6.25], [-3.30, 1.69, -2.65], [4.37, 0.32, -5.79], [-4.26, 4.89, 3.43], [-2.06, -0.78, 7.44], [4.69, 4.40, 0.67], [-2.16, -2.62, 5.47], [5.54, 3.02, 7.75], [-5.13, -1.81, 3.40], [7.56, -1.26, -2.39], [5.45, 1.68, 1.63], [4.01, 2.09, 4.58], [-0.15, 3.03, 5.50], [1.73, -3.12, 1.50], [-6.72, -5.36, 0.80], [6.54, 0.04, -2.90], [2.97, -2.10, -7.98], [1.61, 2.59, 5.33], [4.98, 4.28, 2.84], [0.98, 4.11, 4.82], [-0.43, -3.49, 2.23], [-1.44, -4.43, -1.14], [2.16, 7.03, 1.22], [-1.00, -1.81, -4.06], [-4.63, 2.46, 3.58], [-1.13, -1.39, -0.93], [6.75, 4.22, 7.12], [2.04, -6.43, -3.29], [-1.69, -6.81, 0.97], [7.50, 3.18, 0.34], [2.61, 0.04, 3.15], [2.50, 5.38, 0.83], [0.31, 3.87, -3.31], [-0.86, -6.70, -0.53], [2.07, 7.78, 3.47], [-9.12, 3.33, 1.29], [-3.90, 1.88, 1.27], [0.71, -3.42, -5.10], [-3.23, 7.03, -1.51], [4.41, -0.08, 2.92], [-0.46, 0.41, 2.97], [-3.03, 0.95, 2.55], [-3.99, -2.51, 2.25], [2.62, -4.22, -6.28], [0.31, -1.80, 0.06], [3.83, 2.25, 1.61], [-5.54, -0.14, -1.60], [-6.85, 1.58, -0.42], [-0.12, 0.11, -6.26], [6.97, 2.53, 6.77], [-1.51, 0.05, 8.85], [-7.99, 4.61, 1.31], [-3.00, 4.21, -1.87], [-4.16, -6.90, 0.11], [-1.16, 4.31, 0.55], [4.50, 1.39, 6.11], [-4.60, -6.57, -2.89], [-6.34, 0.63, 1.71], [3.07, -5.85, -5.99], [-3.04, -6.96, -2.02], [-2.59, 0.11, 5.03], [7.29, -1.85, 0.33], [-0.44, 5.91, 0.27], [1.81, 0.64, -4.62], [-1.44, 0.97, -1.80], [-5.34, -3.60, -1.42], [-4.38, -0.79, 2.14], [-6.88, 1.62, 3.18], [2.54, 3.77, 2.95], [-2.84, -3.63, 4.18], [3.47, -0.51, 0.42], [-2.84, -3.79, -4.99], [-2.51, -6.30, -4.39], [3.74, 4.36, 5.21], [2.27, 2.34, -0.64], [0.63, -5.80, -5.98], [1.11, 5.40, 2.91], [-1.06, -0.85, 0.80], [3.79, -5.66, -0.12], [-0.34, 3.03, 2.99], [8.08, 0.38, -2.11], [-4.41, -4.75, -4.77], [2.26, -5.16, -0.88], [5.14, -0.09, -8.22], [0.24, 1.11, -4.05], [-3.65, 3.79, -0.18], [1.00, 0.10, -1.27], [-6.71, -7.10, 0.31], [1.39, 1.79, 2.00], [-3.35, -4.80, 0.18], [1.37, 4.53, -5.84], [-3.71, -1.17, -0.62], [-3.87, -5.39, -1.86], [3.50, -1.18, 3.97], [3.52, 6.95, 4.03], [0.30, 0.44, 7.28], [3.73, 6.36, 1.59], [8.40, -0.49, 0.48], [-4.39, 5.08, -1.14], [-0.57, 4.76, -1.04], [-1.96, 4.74, -4.17], [5.21, -1.77, -8.72], [5.63, 1.48, 4.66], [1.05, -0.24, -3.38], [-3.72, -3.68, -3.55], [-5.10, -7.59, 2.51], [-3.24, -2.75, -0.30], [-3.96, -2.71, 5.21], [3.86, -2.48, -2.98], [-5.01, -5.89, 2.84], [0.29, 0.40, 4.57], [4.63, -2.66, -6.52], [1.61, 2.67, -2.23], [-0.27, -1.42, 5.70], [6.26, 3.43, -0.84], [-6.26, -5.82, -0.81], [1.39, 6.14, -3.18], [6.45, -1.20, -7.65], [-7.58, 1.63, -2.72], [0.59, 6.72, -4.56], [0.31, -6.26, -3.33], [-3.17, 3.32, 4.98], [5.83, 3.85, 4.82], [-7.01, -2.50, -0.02], [-4.15, 0.51, -3.64], [1.94, 6.74, 4.87], [-1.85, -1.55, -5.58], [0.10, -6.90, 0.98], [-1.18, 5.07, -5.72], [-5.45, 2.72, -1.92], [-0.35, 2.22, -1.20], [-2.12, -1.21, 3.30], [2.22, -3.26, 3.16], [-4.16, 2.20, -4.16], [0.33, -4.55, 0.28], [6.84, -0.62, 1.39], [1.12, -7.39, -4.48], [2.80, 4.26, -3.57], [-5.54, -2.77, 0.90], [-3.30, -2.11, -2.01], [-6.62, -2.16, -2.50], [4.58, 1.85, 0.06], [-0.42, 6.33, -3.16], [3.06, -2.13, -1.47], [-8.23, 3.68, 2.81], [3.81, -0.94, -4.80], [4.18, 1.14, -2.14], [-1.91, -0.31, -4.34], [-2.98, 4.63, 2.25], [-0.16, -5.17, 2.69], [-2.84, 6.04, 0.53], [3.03, -4.06, 0.32], [5.24, -1.61, -0.87], [5.53, -0.83, -5.12], [3.41, 1.86, -3.63], [1.77, 4.01, -1.12], [1.13, -1.96, 2.68], [4.32, 3.70, -1.30], [-8.00, 0.83, 2.09], [-0.94, -4.66, -3.53], [-5.85, -1.11, 0.31], [4.20, -4.80, -2.40], [-3.62, -6.77, 2.53], [6.96, 4.85, -0.01], [-1.33, -1.71, 8.69], [0.92, -0.30, 9.41], [1.42, 0.08, 0.93], [0.68, -2.51, 6.81], [-6.59, 0.68, -3.87], [-6.67, 2.47, -3.99], [4.09, -2.27, 1.71], [5.70, -4.30, -0.65], [-1.18, 3.44, -5.24], [-1.80, -4.59, 2.40]],
  "lowdin_charge": [-0.085, -0.061, -0.047, -0.076, -0.049, -0.110, -0.095, -0.070, -0.094, -0.064, -0.076, -0.057, -0.070, -0.076, -0.041, -0.087, -0.111, -0.047, -0.084, -0.091, -0.083, -0.062, -0.061, -0.026, -0.033, -0.051, -0.489, -0.045, -0.431, -0.509, -0.042, -0.047, -0.043, -0.039, -0.032, -0.019, -0.036, -0.036, -0.476, -0.414, -0.467, -0.448, -0.040, -0.042, -0.478, -0.496, -0.043, -0.443, -0.028, -0.054, -0.048, -0.046, -0.055, -0.049, -0.512, -0.039, -0.041, -0.467, -0.042, -0.032, -0.055, -0.022, -0.431, -0.043, -0.457, -0.473, -0.032, -0.486, -0.050, -0.068, -0.040, -0.053, -0.459, -0.437, -0.437, -0.410, -0.040, -0.063, -0.040, -0.041, -0.050, -0.499, -0.473, -0.057, -0.048, -0.042, -0.022, -0.038, -0.031, -0.450, -0.048, -0.053, 0.074, 0.057, 0.072, 0.063, 0.069, 0.040, 0.099, 0.100, 0.078, 0.108, 0.047, 0.065, 0.089, 0.103, 0.063, 0.110, 0.060, 0.094, 0.101, 0.070, 0.073, 0.027, 0.088, 0.023, 0.087, 0.057, 0.090, 0.080, 0.065, 0.058, 0.058, 0.070, 0.081, 0.076, 0.131, 0.066, 0.077, 0.071, 0.081, 0.074, 0.063, 0.055, 0.116, 0.068, 0.076, 0.088, 0.083, 0.047, 0.072, 0.068, 0.066, 0.054, 0.066, 0.060, 0.062, 0.069, 0.065, 0.053, 0.158, 0.061, 0.077, 0.066, 0.073, 0.115, 0.068, 0.083, 0.094, 0.054, 0.083, 0.082, 0.048, 0.059, 0.081, 0.073, 0.066, 0.107, 0.068, 0.093, 0.044, 0.059, 0.078, 0.068, 0.141, 0.013, 0.060, 0.137, 0.142, 0.103, 0.089, 0.129, 0.081, 0.093, 0.069, 0.089, 0.073, 0.054, 0.120, 0.080, 0.035, 0.046, 0.082, 0.075, 0.060, 0.075, 0.089, 0.138, 0.093, 0.085, 0.080, 0.062, 0.085, 0.054, 0.078, 0.057, 0.044, 0.066, 0.052, 0.097, 0.072, 0.081, 0.060, 0.136, 0.043, 0.049, 0.068, 0.068, 0.081, 0.101, 0.068, 0.073, 0.071, 0.081, 0.119, 0.089, 0.071, 0.079, 0.077, 0.086, 0.064, 0.129, 0.049, 0.120, 0.091, 0.091, 0.112, 0.085, 0.088, 0.052, 0.059, 0.084, 0.101, 0.051, 0.071, 0.073, 0.075, 0.066, 0.064, 0.069, 0.061, 0.101, 0.118, 0.068, 0.065, 0.077, 0.058, 0.062, 0.075, 0.085, 0.083, 0.020, 0.075, 0.125, 0.054, 0.100, 0.085, 0.077, 0.068, 0.097, 0.099, 0.082, 0.142, 0.111, 0.060, 0.056],
  "orbital_gap_ev": 9.35,
  "total_charge": 0,
  "e_homo_ev": -9.08,
  "max_force_ha_per_bohr": 0.0523
}

{
  "formula": "C4H7NO2",
  "method": "wB97M-V/def2-TZVPD",
  "symbols": ["O", "O", "N", "C", "C", "C", "C", "H", "H", "H", "H", "H", "H", "H"],
  "xyz": [[0.28, 1.17, 1.99], [-0.51, -2.49, -0.74], [-0.66, 0.97, 0.87], [0.90, 1.42, -1.30], [-0.41, -0.34, 0.29], [-0.85, -1.75, 0.41], [0.14, 0.66, -0.30], [1.26, 0.78, -2.10], [-0.46, -2.21, 1.33], [-1.95, -1.77, 0.48], [0.25, 2.19, -1.73], [0.45, -2.43, -0.84], [1.74, 1.92, -0.82], [-0.18, 1.87, 2.48]],
  "lowdin_charge": [-0.093, -0.048, -0.019, -0.019, -0.116, -0.202, -0.185, 0.081, 0.128, 0.132, 0.088, 0.094, 0.087, 0.072],
  "orbital_gap_ev": 9.58,
  "total_charge": 0,
  "e_homo_ev": -8.77,
  "max_force_ha_per_bohr": 0.0068,
  "smiles": "CC1=C(CO)N1O"
}

For the records above, the corresponding relative energy (zero: lowest compared OMol25 entry of this formula, charge and spin) values read 1.900; 1.784; 1.212; 5.076 eV.